C30H58Cl14F12N2O15S4V | wB97M-V/def2-TZVPD

XYZ file:
```
136
Properties=species:S:1:pos:R:3:lowdin_spin:R:1
O -7.88 16.65 -21.18 -0.225
V -6.70 17.50 -20.52 1.141
C -10.25 19.16 -19.03 0.000
F -10.89 20.33 -18.86 0.000
F -10.83 18.13 -18.33 0.000
F -10.33 18.77 -20.31 0.000
S -8.38 19.27 -18.56 0.001
O -7.82 19.98 -19.70 -0.002
O -8.25 19.95 -17.31 -0.001
N -7.75 17.66 -18.73 0.013
S -7.87 17.05 -17.29 0.004
O -6.53 17.00 -16.71 0.002
O -8.91 17.48 -16.38 0.003
C -8.35 15.26 -17.79 0.001
F -7.27 14.63 -18.29 0.001
F -8.88 14.60 -16.76 0.000
F -9.22 15.30 -18.82 0.000
C -7.34 21.49 -22.33 0.000
F -7.36 22.28 -23.37 0.000
F -6.31 21.71 -21.52 0.000
F -8.45 21.65 -21.64 0.000
S -7.30 19.66 -23.07 0.001
O -8.55 19.07 -22.64 0.000
O -7.07 19.71 -24.55 0.000
N -6.10 18.80 -22.11 0.012
S -4.77 19.18 -22.82 0.003
O -4.67 20.51 -23.42 0.001
O -3.56 18.90 -21.98 0.001
C -4.62 17.96 -24.35 0.002
F -5.40 16.91 -24.13 0.000
F -4.86 18.52 -25.51 0.000
F -3.39 17.53 -24.39 0.001
C -8.40 11.82 -22.13 0.009
O -8.39 13.16 -22.66 0.081
C -9.07 13.25 -23.96 0.081
C -8.58 14.48 -24.70 0.078
O -8.75 15.74 -24.09 0.544
C -10.10 16.19 -24.17 0.069
H -9.41 11.50 -22.38 0.001
H -8.33 11.93 -21.05 0.003
H -7.71 11.05 -22.46 0.003
H -10.15 13.34 -23.83 0.013
H -8.95 12.41 -24.65 0.000
H -8.88 14.42 -25.75 0.023
H -7.50 14.33 -24.71 0.005
H -10.48 16.00 -25.18 0.017
H -10.30 17.20 -23.80 0.003
H -10.73 15.60 -23.51 0.043
C -7.03 12.65 -27.86 0.001
O -6.79 13.84 -27.04 0.018
C -5.44 13.98 -26.60 0.001
C -4.25 14.07 -27.55 0.001
O -3.88 12.74 -27.93 0.001
C -3.04 12.66 -29.10 0.000
H -7.00 11.81 -27.17 0.000
H -6.31 12.43 -28.65 0.001
H -8.01 12.71 -28.32 0.000
H -5.21 13.21 -25.86 0.000
H -5.39 14.90 -26.01 0.000
H -3.44 14.63 -27.09 0.000
H -4.57 14.64 -28.42 0.000
H -2.58 11.69 -29.27 0.000
H -2.29 13.44 -28.98 0.000
H -3.57 12.96 -30.00 0.000
C -4.68 19.11 -18.53 0.001
O -5.03 17.91 -19.28 0.014
C -4.17 16.85 -19.09 0.000
C -4.11 16.00 -20.43 0.001
O -5.51 15.75 -20.76 0.025
C -5.48 14.72 -21.74 0.002
H -5.44 19.88 -18.72 0.000
H -3.70 19.46 -18.84 0.000
H -4.71 18.96 -17.45 0.000
H -4.56 16.14 -18.36 0.000
H -3.14 17.18 -18.99 0.000
H -3.57 15.13 -20.03 0.000
H -3.61 16.54 -21.23 0.000
H -5.14 13.74 -21.44 0.000
H -4.98 15.01 -22.67 0.001
H -6.46 14.38 -22.08 0.000
Cl -11.41 25.13 -23.40 0.000
C -11.46 23.52 -22.63 0.000
C -12.01 23.62 -21.20 0.000
Cl -13.72 24.13 -21.37 0.000
H -10.46 23.10 -22.60 0.000
H -12.07 22.83 -23.22 0.000
H -11.44 24.32 -20.59 0.000
H -12.04 22.68 -20.64 0.000
Cl -2.39 17.84 -28.00 0.000
C -1.03 17.61 -26.87 0.000
C 0.18 17.01 -27.52 0.000
Cl -0.10 15.27 -27.84 0.000
H -1.32 17.10 -25.95 0.000
H -0.71 18.57 -26.46 0.000
H 1.09 17.14 -26.93 0.000
H 0.33 17.50 -28.48 0.000
Cl -10.41 20.55 -24.70 0.000
C -10.03 21.29 -26.26 0.000
C -9.84 22.82 -26.21 0.000
Cl -9.46 23.59 -27.79 0.000
H -10.80 21.11 -27.01 0.000
H -9.10 20.84 -26.61 0.000
H -9.14 23.13 -25.43 0.000
H -10.76 23.30 -25.90 0.000
Cl -4.37 22.43 -26.40 0.000
C -5.87 21.80 -26.97 0.000
C -5.83 21.60 -28.44 0.000
Cl -5.57 23.07 -29.39 0.000
H -6.62 22.50 -26.62 0.000
H -6.10 20.85 -26.47 0.000
H -6.80 21.20 -28.72 0.000
H -5.08 20.87 -28.73 0.000
Cl -1.98 21.79 -20.41 0.000
C -2.56 23.47 -20.72 0.000
C -3.96 23.60 -21.20 0.000
Cl -4.22 25.26 -21.81 0.000
H -1.87 23.90 -21.44 0.000
H -2.50 24.01 -19.78 0.000
H -4.68 23.44 -20.40 0.000
H -4.10 22.93 -22.05 0.000
Cl -6.22 18.31 -28.91 0.000
C -7.06 17.13 -27.83 0.000
C -8.42 17.66 -27.22 0.000
Cl -9.55 18.51 -28.31 0.000
H -6.41 16.93 -26.98 0.000
H -7.26 16.23 -28.42 0.000
H -8.27 18.39 -26.43 0.000
H -8.96 16.85 -26.73 0.000
Cl 0.86 17.80 -23.78 0.000
C -0.09 18.96 -22.82 0.000
C -0.12 18.71 -21.29 0.000
Cl -0.78 17.15 -20.89 0.000
H -1.06 18.88 -23.29 0.000
H 0.35 19.92 -23.06 0.000
H -0.59 19.51 -20.71 0.000
H 0.85 18.69 -20.80 0.000
```

molecular weight	1590.32	u
multiplicity	3
LUMO (alpha / beta)	-0.1600 / -0.3284	Ha
calculated total energy	-342680.393	eV
net charge	+1
orbital gap (alpha / beta)	7.42 / 2.84	eV